This record from the Open Molecules 2025 dataset describes C33H25CrN4 as an isolated structure. The level of theory is ωB97M-V/def2-TZVPD.

Computed properties:
HOMO level (alpha / beta): -0.265 / -0.265 Eh
E_LUMO (alpha / beta): -0.30 / -0.35 eV
2S+1: 4
E_tot: -69003.7518 eV

Last column: Mulliken spin population.
Positions of all 63 atoms, in Å:
Cr 0.23958 -0.03236 0.16368  3.19
C -2.32109 -0.57360 -1.26927  0.03
C -1.78826 -1.61182 -0.45953  0.01
C -0.48728 -1.90214 -0.91041  -0.05
C -0.17664 -0.97307 -1.95183  0.08
C -1.34322 -0.19994 -2.18789  -0.03
H -3.30299 -0.13217 -1.16498  0.00
H -2.32525 -2.16042 0.30347  0.00
H 0.10456 -2.76137 -0.64124  0.00
H 0.69029 -1.02382 -2.59403  0.00
H -1.42960 0.59666 -2.91356  0.00
N -0.46607 -0.11874 2.13079  -0.07
C 0.19981 0.31159 3.36164  0.02
C -0.23050 -0.33395 4.51852  0.00
C 0.32570 -0.05949 5.75041  0.00
C 1.35072 0.87556 5.81592  0.00
C 1.77477 1.51004 4.66749  0.00
C 1.20623 1.27874 3.40532  0.03
C 1.71111 2.02762 2.21220  0.08
C 2.43960 3.13484 2.37795  0.01
C 3.14022 3.97754 1.37630  -0.01
C 2.99987 2.50083 -0.83072  0.01
C 1.59710 2.12694 -1.22685  -0.02
C 1.38444 1.57734 0.83665  -0.17
H -0.66599 -1.11068 2.23576  0.00
H -1.37730 0.33014 2.05586  0.01
H -1.01845 -1.07586 4.43602  0.00
H -0.01759 -0.57860 6.63520  0.00
H 1.83420 1.09609 6.75890  0.00
H 2.60949 2.19194 4.75257  0.00
H 2.56915 3.53501 3.37955  0.00
H 3.06925 5.03476 1.61383  0.00
H 3.69456 2.27203 -1.63556  0.00
H 1.33643 1.90277 -2.25253  -0.02
N 7.32406 7.56064 0.34307  0.00
C 6.51554 6.74409 0.30338  0.00
C 5.48002 5.74057 0.24719  0.00
C 4.38258 5.92649 -0.70517  0.00
C 3.48371 4.96208 -0.91798  0.00
C 3.39846 3.74038 -0.08922  0.00
C 4.54657 3.59628 0.94981  0.00
C 5.60759 4.59867 0.94248  0.00
C 2.44653 1.29236 -0.19584  0.01
C 2.93303 -0.09443 -0.16059  -0.03
C 4.11873 -0.74645 -0.42081  0.00
C 3.90030 -2.10550 -0.07218  0.01
C 2.60174 -2.19742 0.39086  -0.01
N 2.00103 -0.97330 0.34522  -0.08
C 0.57867 2.52703 -0.15992  0.01
C 0.17894 3.93317 0.06765  0.01
C -1.15720 3.98098 0.17318  0.00
C -1.63673 2.60678 0.01844  0.02
N -0.68277 1.78746 -0.20934  -0.05
H 4.39304 6.81818 -1.31818  0.00
H 2.78705 5.03963 -1.74673  0.00
H 4.81811 2.57908 1.20423  0.00
H 6.52315 4.39383 1.48348  0.00
H 5.02642 -0.30969 -0.81138  0.00
H 4.61390 -2.91274 -0.13874  0.00
H 2.07221 -3.07022 0.74578  0.00
H 0.86368 4.76771 0.11067  0.00
H -1.77920 4.84786 0.34131  0.00
H -2.66315 2.26389 0.10652  0.00



This record from the Open Molecules 2025 dataset describes C33H25InN5O3PS4 as an isolated structure. The level of theory is ωB97M-V/def2-TZVPD.

Computed properties:
HOMO level: -0.229 Eh
E_LUMO: -1.23 eV
E_tot: -106023.2531 eV
ΔE to the lowest compared entry with this formula, charge and spin: 91.1 kJ/mol

Last column: Löwdin charge in e.
Positions of all 72 atoms, in Å:
In -14.60300 0.32282 13.71800  0.47
O -13.82978 1.76242 9.33167  0.02
C -14.64970 2.81378 9.19076  -0.28
C -14.66488 3.57937 8.04458  -0.03
C -15.65304 4.54786 7.82310  -0.09
C -16.62864 4.72842 8.79833  -0.11
C -16.62475 4.08325 10.04001  -0.01
C -15.59381 3.12950 10.24274  -0.07
C -15.56555 2.30843 11.43515  -0.36
O -14.60243 1.44564 11.58481  -0.13
N -16.55546 2.45126 12.34294  0.08
N -16.36137 1.76252 13.45674  -0.08
C -17.11567 1.96684 14.47748  -0.08
C -16.63620 1.71869 15.79088  -0.25
C -17.23429 2.39392 16.90364  -0.01
C -16.84976 2.02968 18.13092  -0.04
C -15.71467 1.15266 18.28607  -0.01
C -15.10959 0.66823 17.14095  -0.11
N -15.58730 0.88885 15.90573  0.03
H -14.05874 1.36470 10.31182  0.07
H -13.79923 3.55903 7.25775  0.15
H -15.68935 5.15802 6.92719  0.10
H -17.37233 5.55586 8.61534  0.11
H -17.33140 4.33375 10.79303  0.10
H -18.11991 2.49573 14.38052  0.16
H -18.01689 3.12822 16.72249  0.12
H -17.33996 2.35420 18.99708  0.10
H -15.38634 0.83227 19.23321  0.09
H -14.25222 -0.03006 17.19122  0.09
O -8.24771 -0.95962 16.70929  -0.07
C -9.35732 -0.85178 16.24160  -0.99
S -10.78639 -1.92010 16.51426  0.95
C -11.86513 -1.04308 15.52820  -1.24
C -11.47326 0.27708 15.07381  -1.18
S -12.36440 1.33817 14.09448  0.57
S -9.81205 0.56972 15.30729  0.96
S -13.36339 -1.67488 15.20495  0.53
N -15.25242 -2.98617 12.04663  -0.08
P -16.16681 -1.63869 12.61649  1.02
C -17.17040 -1.11147 11.22258  -0.36
C -16.43890 -0.85450 10.08076  -0.10
C -17.04206 -0.32736 8.92979  -0.04
C -18.38471 0.07280 8.98900  -0.06
C -19.12673 -0.21308 10.12082  -0.05
C -18.57335 -0.96455 11.21764  -0.04
C -17.31520 -2.41461 13.76312  -0.36
C -17.05374 -2.25991 15.09282  -0.10
C -17.64191 -3.14747 15.98702  -0.05
C -18.47270 -4.20509 15.55049  -0.03
C -18.74253 -4.27804 14.15168  -0.06
C -18.16144 -3.39733 13.26678  -0.11
C -13.92096 -2.93409 11.70568  -0.42
C -13.17643 -4.13129 11.45985  0.00
C -11.79507 -3.96404 11.24091  -0.04
C -11.27007 -2.63086 11.29138  -0.06
C -12.15174 -1.58326 11.45606  -0.14
N -13.48148 -1.70244 11.49896  0.07
H -15.59669 -3.94455 12.36566  0.15
H -15.35595 -0.99807 10.07419  0.09
H -16.41612 -0.17151 8.06715  0.11
H -18.90366 0.54264 8.23193  0.08
H -20.12990 0.06872 10.14756  0.08
H -19.08901 -1.51781 11.97739  0.08
H -16.34950 -1.53249 15.41061  0.04
H -17.52722 -3.00849 17.04935  0.10
H -18.90560 -4.84701 16.28516  0.10
H -19.48870 -5.02445 13.86044  0.11
H -18.44921 -3.38833 12.24159  0.10
H -13.63055 -5.12874 11.42307  0.11
H -11.08991 -4.79092 11.09847  0.11
H -10.19986 -2.50433 11.31107  0.10
H -11.79063 -0.57599 11.64717  0.10



This record from the Open Molecules 2025 dataset describes C33H25N11Pb as an isolated structure. The level of theory is ωB97M-V/def2-TZVPD.

Computed properties:
HOMO level (alpha / beta): -0.661 / -0.651 Eh
Charge: +4
E_LUMO (alpha / beta): -11.79 / -13.08 eV
E_tot: -56228.4453 eV
ΔE to the lowest compared entry with this formula, charge and spin: 0.0 kJ/mol

Last column: Löwdin charge in e.
Positions of all 70 atoms, in Å:
Pb 0.03117 0.09405 0.52874  1.51
C 4.57943 1.46434 1.41239  -0.05
C 3.42131 0.97582 0.80599  -0.08
N 2.37467 0.61504 1.53525  -0.03
C 2.44234 0.70103 2.87175  -0.20
C 3.56081 1.30864 3.44987  -0.03
N 4.59701 1.67251 2.71568  0.13
C 1.36095 0.06708 3.66686  -0.17
C 1.52885 -0.18327 5.02668  0.08
C 0.52674 -0.84637 5.72741  -0.11
C -0.58813 -1.29125 5.02222  0.08
C -0.68457 -1.02801 3.65855  -0.17
N 0.26295 -0.33462 3.01403  0.05
C -1.79682 -1.58045 2.84489  -0.19
C -2.89682 -2.24037 3.40074  -0.03
N -3.77033 -2.87905 2.64331  0.14
C -3.61529 -2.88329 1.33227  -0.05
C -2.58603 -2.14149 0.75340  -0.08
N -1.69933 -1.50599 1.50894  -0.03
C 0.63318 -1.05675 7.19723  -0.11
C -0.48492 -0.80405 8.00201  0.06
C -0.36480 -0.95541 9.37729  0.02
N 0.79580 -1.33980 9.83567  0.30
C 1.88521 -1.60175 9.16648  0.02
C 1.83681 -1.46039 7.78493  0.07
H 5.47901 1.69387 0.85550  0.13
H 3.35110 0.85236 -0.26815  0.12
H 3.63642 1.52277 4.50897  0.13
H 2.43214 0.12198 5.53425  0.13
H -1.34262 -1.87934 5.52363  0.13
H -3.09469 -2.26522 4.46490  0.13
H -4.30704 -3.47702 0.74824  0.14
H -2.46206 -2.08464 -0.32162  0.12
H -1.42515 -0.46690 7.59087  0.14
H -1.17807 -0.76523 10.07382  0.17
H 2.77610 -1.91698 9.70535  0.17
H 2.71815 -1.69347 7.20473  0.15
N -2.04351 4.14545 0.91802  0.11
C -3.15238 3.35341 0.78658  -0.04
C -2.68827 2.07740 0.71153  -0.14
N -1.30872 2.09274 0.79828  -0.14
C -0.95715 3.36628 0.92056  -0.16
H -2.05489 5.15285 0.99248  0.18
H -4.15480 3.74298 0.75212  0.14
H -3.24937 1.16459 0.60268  0.11
H 0.05178 3.73390 1.00796  0.14
N 0.79766 -0.89444 -7.34436  0.21
C 0.53859 -0.48164 -8.63733  -0.14
C 0.80754 -1.01783 -9.86434  0.08
C 0.29322 -0.34336 -10.99940  0.06
C -0.56639 0.76195 -10.88776  -0.01
C -0.87289 1.28404 -9.65708  0.09
C -0.36169 0.62631 -8.49689  -0.15
N -0.61966 0.81864 -7.20489  0.22
C 0.10770 -0.07669 -6.52145  -0.19
C 0.09525 -0.12053 -5.06097  -0.11
C -0.65148 0.83653 -4.37085  0.03
C -0.65284 0.81897 -2.98874  -0.12
N 0.02507 -0.08149 -2.26678  -0.08
C 0.72837 -1.00321 -2.92897  -0.13
C 0.79623 -1.06497 -4.31071  0.03
H 1.42710 -1.63893 -7.08694  0.18
H 1.31707 -1.96692 -9.97781  0.14
H 0.56803 -0.69713 -11.98493  0.14
H -0.94350 1.23688 -11.78221  0.13
H -1.41385 2.21635 -9.55840  0.14
H -1.21875 1.57427 -4.92026  0.13
H -1.22433 1.55378 -2.43260  0.11
H 1.26333 -1.73453 -2.33269  0.12
H 1.38402 -1.84402 -4.77694  0.12